(1)
3 unconnected molecules or ions with the total composition C4H11NO2, computed with wB97M-V/def2-TZVPD.

Last column: Mulliken charge in e.
Element x y z (Å)
1 C -0.02 0.09 -2.46  -0.99
2 C -0.83 -0.24 -1.23  -0.12
3 C -0.34 -0.06 0.03  -0.50
4 N -0.91 0.75 1.04  -0.34
5 C -0.80 0.35 2.24  -0.30
6 H 0.82 -0.62 -2.65  0.25
7 H -0.61 0.25 -3.37  0.33
8 H 0.40 1.07 -2.24  0.31
9 H -1.85 -0.53 -1.51  0.36
10 H 0.64 -0.49 0.24  0.47
11 H -0.12 -0.50 2.48  0.25
12 H -1.65 0.45 2.92  0.27
13 H 3.38 2.35 0.51  0.31
14 H 3.09 3.23 1.57  0.32
15 O 3.76 3.17 0.87  -0.63
16 H -1.05 -2.56 0.32  0.34
17 H -1.98 -3.76 0.88  0.30
18 O -1.93 -2.95 0.37  -0.63

Output
- Lowest unoccupied orbital energy: -0.25 eV
- Frontier orbital gap: 8.059 eV
- Highest occupied orbital energy: -0.3052 hartree
- SMILES string: C=N/C=C/C.O.O


(2)
2 unconnected molecules or ions with the total composition C4H11NO2, computed with wB97M-V/def2-TZVPD.

Last column: Mulliken charge in e.
Element x y z (Å)
1 C 1.09 -0.04 -0.64  -0.29
2 C 2.20 -0.54 -1.56  -1.28
3 N -0.21 0.09 -1.30  -0.62
4 C -0.78 0.41 2.28  -0.01
5 O -0.25 -0.27 3.12  -0.50
6 H 1.36 0.94 -0.24  0.34
7 H -0.14 0.76 -2.06  0.24
8 H -0.49 -0.80 -1.69  0.22
9 H -0.36 1.39 1.98  0.39
10 H 2.35 0.15 -2.40  0.34
11 H 3.14 -0.62 -1.01  0.35
12 H 1.95 -1.52 -1.97  0.34
13 C -2.05 0.06 1.55  -0.28
14 O -2.28 0.85 0.42  -0.56
15 H -1.56 0.67 -0.23  0.47
16 H -2.88 0.25 2.24  0.31
17 H -2.05 -1.02 1.32  0.25
18 H 0.97 -0.73 0.19  0.29

Output
- Lowest unoccupied orbital energy: 0.78 eV
- Frontier orbital gap: 10.267 eV
- Highest occupied orbital energy: -0.3485 hartree
- SMILES string: O=CCO.CCN


Of them, the most stable is (2) and the least stable is (1).


(1)
C4H11NO2 in the gas phase, computed with wB97M-V/def2-TZVPD.

Last column: Mulliken charge in e.
Element x y z (Å)
1 C 1.26 0.87 0.01  -0.45
2 C 0.90 0.25 -1.34  -0.59
3 C -0.48 -0.41 -1.57  -0.31
4 O -1.48 0.59 -1.41  -0.53
5 N 0.67 0.07 1.21  -0.30
6 C -0.41 -0.82 1.80  -0.53
7 O -1.77 -0.79 1.37  -0.51
8 H 2.31 1.10 0.13  0.32
9 H 0.71 1.80 0.20  0.24
10 H 1.77 -0.40 -1.57  0.33
11 H 1.01 0.90 -2.22  0.34
12 H -0.44 -0.69 -2.65  0.28
13 H -0.62 -1.20 -0.84  0.28
14 H -2.15 0.59 -0.73  0.31
15 H 1.17 0.54 1.96  0.19
16 H -0.11 -1.83 1.57  0.34
17 H -0.42 -0.70 2.92  0.29
18 H -1.91 0.14 1.17  0.28

Output
- Lowest unoccupied orbital energy: 0.72 eV
- Frontier orbital gap: 9.161 eV
- Highest occupied orbital energy: -0.3102 hartree
- SMILES string: OCCCNCO


(2)
C4H11NO2 in the gas phase, computed with wB97M-V/def2-TZVPD.

Last column: Mulliken charge in e.
Element x y z (Å)
1 C 1.25 -1.54 0.40  -0.63
2 O 1.99 -1.49 1.62  -0.50
3 C 0.50 -0.23 0.17  0.22
4 C -0.53 -0.11 -1.02  -0.89
5 C -0.83 1.36 -1.40  -0.38
6 O -1.84 1.97 -0.56  -0.58
7 N -0.25 0.12 1.42  -0.74
8 H 1.96 -1.65 -0.42  0.34
9 H 0.55 -2.39 0.38  0.32
10 H 1.71 -0.63 1.97  0.38
11 H 1.26 0.57 0.06  0.22
12 H -1.37 -0.66 -0.58  0.40
13 H -0.21 -0.66 -1.92  0.38
14 H -1.28 1.50 -2.37  0.34
15 H 0.08 1.84 -1.08  0.28
16 H -0.36 -0.76 1.92  0.26
17 H -1.45 2.30 0.26  0.33
18 H -1.17 0.45 1.16  0.27

Output
- Lowest unoccupied orbital energy: 0.93 eV
- Frontier orbital gap: 10.764 eV
- Highest occupied orbital energy: -0.3612 hartree
- SMILES string: N[C@@H](CO)CCO


Of them, the most stable is (2) and the least stable is (1).


(1)
A gas-phase ion, C5H11N4 (charge +1), computed with wB97M-V/def2-TZVPD.

Last column: Mulliken charge in e.
Element x y z (Å)
1 C 0.22 -1.22 1.17  0.01
2 C -0.26 -2.54 -2.03  -0.18
3 C 1.51 -1.51 -0.65  0.03
4 C -0.43 0.57 -0.30  -0.72
5 C 0.22 2.43 1.24  -0.77
6 N 1.32 -1.63 0.61  -0.35
7 N 0.61 -1.72 -1.60  -0.22
8 N -0.62 -0.24 0.84  -0.10
9 N -0.58 2.02 0.07  -0.14
10 H 0.11 -1.52 2.23  0.38
11 H -0.93 -2.29 -2.98  0.23
12 H -0.39 -3.57 -1.79  0.31
13 H 2.47 -1.39 -1.15  0.36
14 H -1.18 0.33 -1.19  0.10
15 H 0.42 3.53 1.08  0.36
16 H -0.39 2.32 2.10  0.32
17 H 1.25 1.84 1.18  0.24
18 H -1.28 -0.09 1.67  0.33
19 H -0.43 2.54 -0.86  0.42
20 H -1.64 2.16 0.37  0.39

Output
- Lowest unoccupied orbital energy (spin up / spin down): -3.74 / -3.74 eV
- Frontier orbital gap (spin up / spin down): 7.451 / 7.450 eV
- Highest occupied orbital energy (spin up / spin down): -0.4112 / -0.4112 hartree
- Charge: +1


(2)
A gas-phase ion, C5H11N4 (charge +1), computed with wB97M-V/def2-TZVPD.

Last column: Mulliken charge in e.
Element x y z (Å)
1 C 2.17 1.59 0.21  -0.14
2 C -1.81 0.28 -0.19  0.09
3 C 0.36 0.42 -0.45  0.14
4 C -3.07 0.41 0.65  -1.11
5 C 2.13 -1.75 -0.13  -0.80
6 N 2.61 0.46 0.58  -0.77
7 N -0.73 0.44 0.46  -0.55
8 N 1.02 1.67 -0.48  -0.22
9 N 1.62 -0.50 0.46  0.26
10 H 2.75 2.47 0.21  0.47
11 H -1.98 0.06 -1.21  0.43
12 H 0.31 -0.05 -1.42  0.46
13 H -3.54 -0.64 0.70  0.28
14 H -3.03 0.94 1.58  0.31
15 H -3.84 0.95 0.12  0.36
16 H 2.50 -1.79 -1.13  0.30
17 H 2.82 -2.11 0.58  0.36
18 H 1.26 -2.42 -0.10  0.37
19 H 0.43 2.38 -0.14  0.30
20 H 1.17 -0.51 1.42  0.45

Output
- Lowest unoccupied orbital energy: -3.21 eV
- Frontier orbital gap: 11.048 eV
- Highest occupied orbital energy: -0.5239 hartree
- SMILES string: C/C=N/[C@H]1NC=N[N@@H+]1C
- Charge: +1


(3)
A gas-phase ion, C5H11N4 (charge +1), computed with wB97M-V/def2-TZVPD.

Last column: Mulliken charge in e.
Element x y z (Å)
1 C -0.75 -0.79 1.21  -0.61
2 C 0.90 -1.37 -0.47  -0.59
3 C -1.11 -0.19 -0.96  -0.57
4 C 0.79 1.51 -0.43  -0.45
5 C -0.55 0.75 1.29  -0.36
6 N 1.85 -0.50 0.27  0.15
7 N -0.48 -1.17 -0.15  -0.04
8 N 1.63 0.77 0.58  -0.52
9 N -0.64 1.18 -0.19  -0.05
10 H 0.01 -1.23 1.79  0.40
11 H -1.84 -1.16 1.35  0.32
12 H 1.25 -1.09 -1.55  0.30
13 H 1.06 -2.31 -0.10  0.50
14 H -0.70 -0.02 -2.04  0.32
15 H -2.11 -0.09 -0.81  0.42
16 H 0.83 2.51 -0.24  0.38
17 H 1.27 1.47 -1.49  0.31
18 H -1.03 1.47 1.86  0.38
19 H 2.46 -0.72 1.02  0.35
20 H -1.09 2.07 -0.18  0.36

Output
- Lowest unoccupied orbital energy (spin up / spin down): -4.24 / -3.87 eV
- Frontier orbital gap (spin up / spin down): 7.961 / 9.009 eV
- Highest occupied orbital energy (spin up / spin down): -0.4482 / -0.4733 hartree
- Charge: +1


(4)
A molecular structure, C5H11N4, computed with wB97M-V/def2-TZVPD.

Last column: Mulliken charge in e.
Element x y z (Å)
1 C 0.78 -2.83 -1.05  -0.03
2 C -0.33 0.86 0.43  0.42
3 C -0.84 -3.74 0.34  -0.22
4 C 0.64 2.77 1.47  -0.87
5 C -0.52 3.00 -0.62  -0.86
6 N -0.21 -2.64 -0.04  -0.20
7 N 1.08 -1.73 -1.60  -0.42
8 N -0.73 -0.24 0.53  -0.26
9 N -0.12 2.11 0.43  -0.09
10 H 1.06 -3.93 -1.14  0.26
11 H -0.75 -4.59 -0.30  0.23
12 H -1.51 -3.80 1.17  0.27
13 H 1.47 3.14 0.96  0.34
14 H -0.03 3.47 1.86  0.35
15 H 0.76 1.93 2.20  0.33
16 H -1.04 3.82 -0.11  0.32
17 H 0.36 3.23 -1.21  0.35
18 H -1.16 2.37 -1.29  0.32
19 H 1.73 -1.77 -2.41  0.26
20 H -0.65 -1.42 0.40  0.52

Output
- Lowest unoccupied orbital energy: -4.01 eV
- Frontier orbital gap: 9.544 eV
- Highest occupied orbital energy: -0.4980 hartree
- Charge: +1


Of them, the most stable is (2) and the least stable is (3).


(1)
A molecular structure, C6H8N, computed with wB97M-V/def2-TZVPD.

Last column: Mulliken charge in e.
Element x y z (Å)
1 C -1.80 -0.78 0.44  -0.15
2 C -1.79 0.57 0.22  -0.56
3 C 0.82 -1.24 -0.06  -0.33
4 C 0.81 1.20 0.01  -0.28
5 C 1.60 -0.02 0.34  -0.52
6 C -0.58 -0.96 -0.34  -0.07
7 N -0.53 0.60 -0.57  0.09
8 H -2.43 -1.59 1.04  0.35
9 H -2.36 1.40 0.37  0.51
10 H 1.20 -1.74 -1.06  0.27
11 H 0.95 -1.99 0.63  0.44
12 H 0.67 1.93 0.94  0.26
13 H 1.44 1.79 -0.66  0.32
14 H 2.70 -0.05 0.20  0.33
15 H -0.72 0.89 -1.50  0.34

Output
- Lowest unoccupied orbital energy (spin up / spin down): -5.53 / -4.19 eV
- Frontier orbital gap (spin up / spin down): 7.273 / 9.322 eV
- Highest occupied orbital energy (spin up / spin down): -0.4705 / -0.4965 hartree
- Charge: +1


(2)
A gas-phase ion, C6H8N (charge +1), computed with wB97M-V/def2-TZVPD.

Last column: Mulliken charge in e.
Element x y z (Å)
1 C 1.59 0.42 0.83  -0.02
2 C -1.22 0.12 0.15  -0.67
3 C -0.44 -1.20 0.19  -0.57
4 C -0.34 1.34 -0.38  -0.45
5 C 0.79 -1.31 -0.36  -0.29
6 C 1.67 -0.20 -0.53  -0.09
7 N 1.05 1.06 -0.12  -0.03
8 H -1.99 -0.23 -0.52  0.39
9 H -1.72 0.20 1.02  0.47
10 H 1.80 0.28 1.90  0.33
11 H -0.93 -2.03 0.43  0.53
12 H -0.33 1.47 -1.40  0.36
13 H -0.85 2.15 0.12  0.28
14 H 0.98 -2.39 -0.45  0.36
15 H 2.62 -0.04 -1.15  0.40

Output
- Lowest unoccupied orbital energy: -5.31 eV
- Frontier orbital gap: 9.143 eV
- Highest occupied orbital energy: -0.5313 hartree
- SMILES string: C1=C[C@@H]2C=[N+]2CC1
- Charge: +1


Of them, the most stable is (2) and the least stable is (1).


(1)
2 unconnected molecules or ions with the total composition C6H8N, computed with wB97M-V/def2-TZVPD.

Last column: Mulliken charge in e.
Element x y z (Å)
1 C -0.24 1.38 1.12  -0.54
2 C 3.68 -3.09 0.03  -0.26
3 C 2.92 -2.88 0.93  -0.43
4 C -0.96 1.34 -0.08  0.52
5 C 0.51 0.27 1.36  -0.29
6 C -2.48 1.57 -1.99  -0.63
7 N -1.55 1.58 -1.07  0.14
8 H -0.48 2.11 1.89  0.36
9 H 4.40 -3.44 -0.67  0.40
10 H 2.17 -2.52 1.52  0.30
11 H 1.28 0.38 2.13  0.30
12 H 0.79 -0.63 0.74  0.22
13 H -3.31 2.22 -1.76  0.32
14 H -2.10 1.77 -3.00  0.28
15 H -2.90 0.47 -1.93  0.32

Output
- Lowest unoccupied orbital energy: -5.38 eV
- Frontier orbital gap: 7.996 eV
- Highest occupied orbital energy: -0.4915 hartree
- Charge: +1


(2)
A gas-phase ion, C6H8N (charge +1), computed with wB97M-V/def2-TZVPD.

Last column: Mulliken charge in e.
Element x y z (Å)
1 C 1.93 0.73 0.41  -0.49
2 C 2.05 -0.67 0.11  0.09
3 C -0.29 -0.72 0.01  0.52
4 C 0.91 1.33 -0.25  -0.67
5 C 0.93 -1.41 -0.15  -0.71
6 C -2.68 0.01 0.06  -0.73
7 N -1.43 -0.57 0.25  -0.03
8 H 2.63 1.18 0.95  0.52
9 H 2.95 -1.23 0.13  0.42
10 H 0.23 0.94 -1.04  0.40
11 H 0.72 2.48 -0.20  0.24
12 H 1.05 -2.42 -0.39  0.45
13 H -2.50 1.07 0.01  0.34
14 H -3.25 -0.37 0.88  0.32
15 H -3.24 -0.35 -0.80  0.33

Output
- Lowest unoccupied orbital energy: -5.18 eV
- Frontier orbital gap: 9.015 eV
- Highest occupied orbital energy: -0.5216 hartree
- SMILES string: C=C/C=C\C#[N+]C
- Charge: +1


Of them, the most stable is (2) and the least stable is (1).


(1)
A molecular structure, C4H8NPS, computed with wB97M-V/def2-TZVPD.

Last column: Mulliken charge in e.
Element x y z (Å)
1 C -0.30 0.03 -0.18  0.21
2 C 1.30 -0.86 -1.96  -0.24
3 C 1.01 -1.96 -0.95  -0.82
4 C -1.58 1.52 1.97  -0.96
5 N 0.98 0.44 -1.56  -0.43
6 P -1.34 1.40 0.16  -0.07
7 S -0.52 -1.58 0.11  -0.09
8 H 2.40 -0.90 -2.33  0.29
9 H 0.71 -1.14 -2.84  0.23
10 H 0.84 -2.96 -1.15  0.47
11 H 1.64 -1.99 -0.12  0.34
12 H -2.20 2.38 2.28  0.34
13 H -0.68 1.54 2.56  0.33
14 H -2.16 0.74 2.26  0.32
15 H -0.56 2.51 -0.31  0.07

Output
- Lowest unoccupied orbital energy (spin up / spin down): -0.18 / 0.04 eV
- Frontier orbital gap (spin up / spin down): 6.507 / 8.615 eV
- Highest occupied orbital energy (spin up / spin down): -0.2456 / -0.3151 hartree


(2)
C4H8NPS in the gas phase, computed with wB97M-V/def2-TZVPD.

Last column: Mulliken charge in e.
Element x y z (Å)
1 C 0.71 0.49 -0.87  0.47
2 C 0.25 -0.93 -0.63  -0.28
3 C 0.35 1.57 0.15  -1.42
4 C -0.62 -1.52 0.47  -1.13
5 N 1.62 -0.57 -0.53  0.17
6 P 3.02 -0.99 0.10  -0.06
7 S 4.09 0.60 0.08  -0.35
8 H 0.56 0.96 -1.91  0.29
9 H -0.05 -1.46 -1.45  0.35
10 H 0.05 1.20 1.06  0.45
11 H -0.36 2.19 -0.20  0.40
12 H 1.33 1.97 0.30  0.28
13 H -0.56 -0.79 1.29  0.27
14 H -0.39 -2.56 0.90  0.30
15 H -1.73 -1.53 0.16  0.28

Output
- Lowest unoccupied orbital energy: -0.09 eV
- Frontier orbital gap: 8.538 eV
- Highest occupied orbital energy: -0.3172 hartree
- SMILES string: C[C@@H]1[C@H](C)N1P=S


Of them, the most stable is (2) and the least stable is (1).


(1)
10 unconnected molecules or ions with the total composition H20O10, computed with wB97M-V/def2-TZVPD.

Last column: Mulliken charge in e.
Element x y z (Å)
1 H -0.70 -0.81 -0.81  0.29
2 H -0.39 0.55 -0.21  0.24
3 H -1.81 2.97 3.63  0.32
4 H -1.82 3.08 2.11  0.27
5 H -1.26 3.52 0.10  0.31
6 H -0.14 2.54 0.38  0.27
7 H 1.16 1.35 2.63  0.31
8 H 0.63 0.02 3.14  0.30
9 H -1.07 -3.22 -2.71  0.29
10 H -2.24 -4.18 -2.75  0.31
11 H -2.83 -2.86 2.47  0.30
12 H -2.57 -4.35 2.63  0.32
13 H 1.23 -3.66 1.58  0.30
14 H 1.14 -2.51 2.56  0.31
15 H 3.17 1.23 -0.38  0.30
16 H 3.81 -0.10 -0.76  0.31
17 H -1.05 5.35 -2.87  0.31
18 H -0.68 3.94 -2.45  0.31
19 H 1.18 -1.72 -2.26  0.28
20 H 1.14 -0.99 -3.59  0.31
21 O -0.33 0.05 -1.03  -0.54
22 O -1.31 3.34 2.89  -0.62
23 O -0.56 3.02 -0.34  -0.54
24 O 1.44 0.45 2.82  -0.60
25 O -1.80 -3.50 -3.27  -0.61
26 O -2.68 -3.54 3.14  -0.62
27 O 1.20 -3.47 2.52  -0.62
28 O 3.96 0.86 -0.78  -0.61
29 O -0.46 4.62 -3.09  -0.63
30 O 0.93 -1.84 -3.18  -0.60

Output
- Lowest unoccupied orbital energy: -0.88 eV
- Frontier orbital gap: 10.396 eV
- Highest occupied orbital energy: -0.4145 hartree
- SMILES string: O.O.O.O.O.O.O.O.O.O


(2)
10 unconnected molecules or ions with the total composition H20O10, computed with wB97M-V/def2-TZVPD.

Last column: Mulliken charge in e.
Element x y z (Å)
1 H -1.21 1.18 -1.33  0.29
2 H 0.11 0.96 -0.57  0.30
3 H -4.15 -1.34 -3.04  0.33
4 H -5.18 -0.25 -3.42  0.32
5 H 3.93 0.68 1.95  0.30
6 H 2.45 0.11 1.90  0.31
7 H -3.67 -1.80 0.11  0.31
8 H -4.54 -2.68 1.02  0.31
9 H -1.52 2.78 1.13  0.33
10 H -1.58 3.34 -0.40  0.29
11 H 1.62 -0.78 -0.49  0.28
12 H 2.66 -1.67 -1.00  0.22
13 H 2.12 1.07 -1.94  0.28
14 H 1.45 1.41 -3.19  0.32
15 H 4.97 -0.90 0.99  0.31
16 H 4.00 -0.09 0.19  0.38
17 H -1.50 -2.79 1.94  0.29
18 H -2.57 -3.45 2.62  0.28
19 H 0.70 1.51 2.47  0.29
20 H 0.11 2.84 1.90  0.27
21 O -0.74 0.61 -0.71  -0.58
22 O -4.29 -0.54 -3.64  -0.65
23 O 2.93 0.92 1.91  -0.65
24 O -3.78 -2.76 0.43  -0.61
25 O -1.01 3.18 0.33  -0.66
26 O 2.57 -1.00 -0.41  -0.48
27 O 2.33 1.15 -2.84  -0.61
28 O 4.88 -0.46 0.10  -0.65
29 O -2.06 -3.61 1.90  -0.58
30 O 0.96 2.36 2.09  -0.54

Output
- Lowest unoccupied orbital energy: -0.38 eV
- Frontier orbital gap: 10.115 eV
- Highest occupied orbital energy: -0.3856 hartree
- SMILES string: O.O.O.O.O.O.O.O.O.O


Of them, the most stable is (1) and the least stable is (2).